Here is 2 unconnected molecules or ions with the total composition C6H10O from the Open Molecules 2025 dataset. Energies are from ωB97M-V/def2-TZVPD.

```
! wB97M-V def2-TZVPD RIJCOSX def2/J DEFGRID3
* xyz 0 1
O -1.780 -0.168 2.816
C -2.261 0.071 1.733
C -1.549 -0.168 0.428
C -0.181 -0.791 0.623
C 1.069 -0.515 -1.609
C 1.207 0.975 -1.466
C 2.325 0.086 -1.044
H -3.286 0.489 1.648
H -2.186 -0.799 -0.206
H -1.485 0.794 -0.104
H -0.216 -1.687 1.246
H 0.528 -0.090 1.072
H 0.194 -1.142 -0.370
H 1.210 1.488 -2.425
H 0.678 1.520 -0.687
H 3.195 -0.084 -1.674
H 2.539 0.022 0.020
*
```

## Properties
HOMO-LUMO gap ... 8.91 eV
M ... 98.1 g/mol
ΔE to the lowest compared entry with this formula, charge and spin ... 111.9 kcal per mole
Energy ... -8426.3860 eV
LUMO ... -0.1 eV
HOMO ... -0.329 Eh

Löwdin atomic charge list, values in e, 4 entries:
1. O 0.05
2. C -0.27
3. C -0.20
4. C -0.11

***

Here is C6H10O in the gas phase from the Open Molecules 2025 dataset. Energies are from ωB97M-V/def2-TZVPD.

```
! wB97M-V def2-TZVPD RIJCOSX def2/J DEFGRID3
* xyz 0 1
C -0.753 -0.429 -1.382
C -0.459 -0.669 0.121
C 1.198 -0.847 0.122
C 1.550 0.739 -0.025
O 0.414 1.536 0.403
C -0.340 0.586 0.958
C -1.637 -0.023 0.893
H -0.857 -1.410 -2.168
H 0.116 0.186 -1.947
H -1.792 0.166 -1.568
H 1.363 -1.152 1.237
H 1.514 -1.616 -0.411
H 1.736 1.259 -1.057
H 2.442 0.854 0.732
H 0.095 0.675 1.990
H -2.305 -0.082 1.970
H -2.285 0.227 0.133
*
```

## Properties
HOMO-LUMO gap ... 9.42 eV
SMILES ... C[C@@]12CCO[C@H]1C2
M ... 98.1 g/mol
ΔE to the lowest compared entry with this formula, charge and spin ... 162.4 kcal per mole
Energy ... -8424.1969 eV
LUMO ... 1.0 eV
HOMO ... -0.310 Eh

Löwdin atomic charge list, values in e, 4 entries:
1. C -0.10
2. C -0.29
3. C -0.05
4. C -0.15

***

Here is C6H10O in the gas phase from the Open Molecules 2025 dataset. Energies are from ωB97M-V/def2-TZVPD.

```
! wB97M-V def2-TZVPD RIJCOSX def2/J DEFGRID3
* xyz 0 1
C -1.703 -0.741 0.390
C -1.113 0.602 -0.018
O -0.446 1.245 1.064
C 0.851 1.219 0.674
C 1.520 -0.130 0.480
C 1.077 -0.473 -0.930
C -0.071 0.482 -1.097
H -0.991 -1.553 0.205
H -1.942 -0.727 1.453
H -2.606 -0.943 -0.187
H -1.896 1.309 -0.325
H 1.414 1.929 1.304
H 1.126 -0.840 1.221
H 2.605 -0.075 0.606
H 1.846 -0.140 -1.635
H 0.899 -1.544 -1.127
H -0.570 0.381 -2.079
*
```

## Properties
HOMO-LUMO gap (spin up / spin down) ... 8.24 / 8.49 eV
M ... 98.1 g/mol
ΔE to the lowest compared entry with this formula, charge and spin ... 79.4 kcal per mole
Energy ... -8427.7958 eV
LUMO (spin up / spin down) ... 0.5 / 0.5 eV
HOMO (spin up / spin down) ... -0.285 / -0.292 Eh

Löwdin atomic charge list, values in e, 4 entries:
1. C -0.03
2. C -0.39
3. O -0.07
4. C -0.11

***

Here is C6H10O in the gas phase from the Open Molecules 2025 dataset. Energies are from ωB97M-V/def2-TZVPD.

```
! wB97M-V def2-TZVPD RIJCOSX def2/J DEFGRID3
* xyz 0 1
C 2.043 -0.372 0.163
C 0.564 -0.037 0.451
C 0.211 1.218 -0.363
C -1.285 1.258 -0.352
C -1.798 0.089 0.019
C -0.744 -0.944 0.378
O -0.802 -2.040 -0.531
H 2.283 -0.357 -0.907
H 2.624 0.456 0.603
H 2.440 -1.292 0.597
H 0.540 0.240 1.513
H 0.553 1.089 -1.400
H 0.702 2.117 0.025
H -1.857 2.126 -0.665
H -2.860 -0.153 -0.012
H -0.919 -1.348 1.386
H -1.695 -2.049 -0.906
*
```

## Properties
HOMO-LUMO gap ... 10.51 eV
SMILES ... C[C@H]1CC=C[C@H]1O
M ... 98.1 g/mol
ΔE to the lowest compared entry with this formula, charge and spin ... 15.3 kcal per mole
Energy ... -8430.5783 eV
LUMO ... 1.0 eV
HOMO ... -0.351 Eh

Löwdin atomic charge list, values in e, 4 entries:
1. C -0.07
2. C -0.29
3. C -0.18
4. C -0.08

***

Here is 2 unconnected molecules or ions with the total composition C6H10O from the Open Molecules 2025 dataset. Energies are from ωB97M-V/def2-TZVPD.

```
! wB97M-V def2-TZVPD RIJCOSX def2/J DEFGRID3
* xyz 0 1
C 0.170 2.944 -0.217
C 0.624 1.717 -0.319
C -0.093 0.487 0.054
C -0.940 -0.286 -0.640
C -1.410 -1.593 -0.121
C -1.588 -1.873 1.168
H 0.811 3.802 -0.394
H -0.817 3.251 0.100
H 1.573 1.492 -0.806
H 0.081 0.131 1.071
H -1.072 -0.073 -1.696
H -1.793 -2.311 -0.840
H -1.413 -1.115 1.934
H -2.229 -2.617 1.622
O 2.589 -1.272 -0.699
H 3.310 -1.799 -0.305
H 2.197 -0.884 0.086
*
```

## Properties
HOMO-LUMO gap ... 9.59 eV
SMILES ... C=C/C=C/C=C.O
M ... 98.1 g/mol
ΔE to the lowest compared entry with this formula, charge and spin ... 49.6 kcal per mole
Energy ... -8429.0910 eV
LUMO ... 0.8 eV
HOMO ... -0.325 Eh

Löwdin atomic charge list, values in e, 4 entries:
1. C 0.00
2. C -0.19
3. C -0.15
4. C -0.10

***

Here is 2 unconnected molecules or ions with the total composition C6H10O from the Open Molecules 2025 dataset. Energies are from ωB97M-V/def2-TZVPD.

```
! wB97M-V def2-TZVPD RIJCOSX def2/J DEFGRID3
* xyz 0 1
C 2.021 0.996 0.110
C 0.854 0.371 0.069
C 0.082 -0.517 1.042
C -1.136 -0.337 0.127
O -2.073 -1.320 -0.128
C -1.409 1.107 -0.135
C -0.297 0.406 -0.889
H 2.681 0.910 0.968
H 2.331 1.655 -0.696
H 0.015 -0.183 2.083
H 0.419 -1.561 1.015
H -2.825 -1.162 0.457
H -2.303 1.310 -0.717
H -1.137 1.868 0.594
H -0.291 0.328 -1.972
H 1.813 -1.703 -0.892
H 1.256 -2.169 -1.037
*
```

## Properties
HOMO-LUMO gap ... 9.96 eV
SMILES ... C=C1C[C@@]2(O)C[C@@H]12.[H][H]
M ... 98.1 g/mol
ΔE to the lowest compared entry with this formula, charge and spin ... 69.0 kcal per mole
Energy ... -8428.2498 eV
LUMO ... 0.9 eV
HOMO ... -0.334 Eh

Löwdin atomic charge list, values in e, 4 entries:
1. C 0.05
2. C -0.34
3. C -0.06
4. C -0.47